(1)
The following is a DFT calculation (ωB97M-V with the def2-TZVPD basis set) of an isolated ion of composition C3NO3 and charge -1.

```
7
Properties=species:S:1:pos:R:3
O -2.200 -0.528 -0.241
C -1.047 -0.276 -0.023
N 0.058 -1.117 0.535
C 1.013 -0.344 -0.023
O 2.193 -0.477 -0.256
C -0.014 0.789 -0.182
O -0.004 1.953 0.190
```

Output
Energy relative to the best compared isomer or geometry (same formula, charge and spin) (kcal/mol): 0.00
SMILES string: O=c1nc([O-])c1=O
Total energy (Ha): -394.84385
Gap between HOMO and LUMO (eV): 8.630
Multiplicity: 1
HOMO level (hartree): -0.1626
Net charge: -1


(2)
The following is a DFT calculation (ωB97M-V with the def2-TZVPD basis set) of a 2-piece molecular cluster, C3O3 overall.

```
6
Properties=species:S:1:pos:R:3
C 0.465 0.708 0.611
C -0.704 1.366 0.714
C 0.486 -1.546 -0.720
O -0.462 -1.237 -0.159
O -1.270 2.388 0.826
O 1.486 -1.679 -1.271
```

Output
Energy relative to the best compared isomer or geometry (same formula, charge and spin) (kcal/mol): 27.01
Total energy (Ha): -339.86926
Gap between HOMO and LUMO (alpha / beta) (eV): 7.728 / 7.725
Multiplicity: 1
HOMO level (alpha / beta) (hartree): -0.3665 / -0.3659


(3)
The following is a DFT calculation (ωB97M-V with the def2-TZVPD basis set) of a 2-piece molecular cluster, C3O4 overall.

```
7
Properties=species:S:1:pos:R:3
O -2.097 -0.240 1.097
C -1.570 0.107 0.127
C -1.687 -0.208 -1.320
O -1.112 0.364 -2.220
O 2.899 0.852 0.993
C 2.098 0.041 0.715
O 1.469 -0.917 0.608
```

Output
Energy relative to the best compared isomer or geometry (same formula, charge and spin) (kcal/mol): 53.50
SMILES string: O=C=C=O.O=C=O
Total energy (Ha): -415.21431
Gap between HOMO and LUMO (eV): 8.341
Multiplicity: 1
HOMO level (hartree): -0.3522


(4)
The following is a DFT calculation (ωB97M-V with the def2-TZVPD basis set) of C40H102CaN5O16 as an isolated structure.

```
164
Properties=species:S:1:pos:R:3
Ca -25.498 29.392 13.916
C -21.406 28.209 14.793
C -22.839 28.636 14.480
O -23.299 28.388 13.357
O -23.576 29.263 15.280
H -20.758 29.037 14.501
H -21.021 27.320 14.295
H -21.214 28.129 15.863
C -21.175 32.861 12.746
O -21.442 31.479 12.816
H -21.965 33.476 12.315
H -20.995 33.290 13.733
H -20.274 32.965 12.142
H -20.597 31.028 12.895
C -21.749 27.330 10.636
O -22.614 28.391 10.684
H -21.480 27.131 9.599
H -20.840 27.528 11.205
H -22.295 26.473 11.034
H -22.679 28.549 11.631
C -21.097 31.486 16.781
O -20.214 32.577 16.723
C -18.825 32.180 16.883
C -17.913 33.261 16.238
N -18.311 33.448 14.860
C -17.499 34.540 14.296
C -17.928 34.873 12.859
O -19.156 35.583 13.017
C -19.770 35.788 11.716
H -22.158 31.730 16.805
H -20.881 30.906 17.680
H -20.886 30.832 15.934
H -18.645 31.237 16.365
H -18.499 31.965 17.901
H -16.890 32.884 16.240
H -17.972 34.089 16.946
H -19.285 33.707 14.778
H -16.447 34.284 14.419
H -17.711 35.444 14.869
H -18.043 33.981 12.242
H -17.161 35.535 12.455
H -19.914 34.835 11.206
H -19.162 36.418 11.066
H -20.727 36.308 11.746
C -26.681 25.970 19.916
O -26.029 26.381 18.731
C -26.951 26.718 17.668
C -26.058 27.349 16.558
N -26.732 28.120 15.534
C -27.522 27.178 14.657
C -26.602 26.347 13.805
O -26.070 27.234 12.856
C -25.540 26.659 11.724
H -27.524 26.629 20.125
H -25.974 25.977 20.746
H -27.120 24.972 19.973
H -27.763 27.390 17.948
H -27.427 25.791 17.346
H -25.477 26.513 16.172
H -25.437 28.061 17.101
H -27.464 28.704 15.916
H -28.181 27.727 13.984
H -28.175 26.531 15.245
H -27.211 25.592 13.306
H -25.837 25.805 14.363
H -26.229 25.918 11.318
H -24.588 26.175 11.947
H -25.296 27.399 10.962
C -21.203 28.055 21.382
O -21.992 28.928 20.610
C -22.707 28.379 19.534
C -21.875 27.741 18.419
N -21.101 26.508 18.703
C -21.887 25.310 18.688
C -21.190 24.127 19.360
O -21.004 24.466 20.772
C -20.416 23.415 21.472
H -20.222 27.935 20.919
H -21.665 27.074 21.492
H -21.060 28.499 22.368
H -23.368 29.140 19.119
H -23.318 27.584 19.965
H -21.248 28.546 18.032
H -22.549 27.610 17.572
H -20.608 26.535 19.584
H -22.222 25.019 17.691
H -22.829 25.332 19.241
H -20.220 23.995 18.877
H -21.762 23.207 19.235
H -20.827 22.447 21.182
H -20.532 23.641 22.532
H -19.358 23.451 21.206
C -25.684 31.185 16.793
O -25.764 31.248 15.389
C -24.990 32.314 14.779
C -25.007 32.304 13.247
N -24.449 31.132 12.678
C -24.800 30.969 11.262
C -23.913 31.723 10.254
O -23.995 33.140 10.450
C -23.442 33.903 9.432
H -26.082 32.104 17.226
H -24.712 30.999 17.251
H -26.306 30.346 17.105
H -23.939 32.154 15.028
H -25.233 33.289 15.201
H -24.360 33.068 12.815
H -25.994 32.569 12.866
H -23.470 31.372 12.764
H -25.815 31.319 11.068
H -24.818 29.915 10.983
H -24.125 31.448 9.220
H -22.857 31.470 10.352
H -22.352 33.938 9.463
H -23.606 34.959 9.648
H -23.880 33.702 8.454
C -13.069 29.534 19.150
O -14.368 29.083 18.822
C -15.312 29.215 19.840
C -16.719 28.954 19.188
N -16.686 27.757 18.367
C -17.982 27.433 17.819
C -17.967 26.202 16.858
O -17.666 26.614 15.533
C -17.926 25.603 14.541
H -12.418 29.046 18.425
H -12.761 29.245 20.155
H -12.970 30.614 19.027
H -15.322 30.258 20.160
H -15.125 28.515 20.654
H -16.980 29.811 18.564
H -17.416 28.824 20.016
H -16.008 27.942 17.642
H -18.393 28.279 17.264
H -18.702 27.193 18.601
H -18.946 25.720 16.898
H -17.191 25.478 17.109
H -17.422 25.867 13.612
H -19.007 25.541 14.411
H -17.551 24.632 14.866
C -22.515 24.823 14.313
C -22.921 23.553 13.586
C -22.104 23.299 12.348
O -22.631 22.483 14.432
H -22.328 25.605 13.577
H -21.675 24.670 14.991
H -23.315 25.096 15.004
H -23.968 23.609 13.285
H -22.274 24.096 11.622
H -22.465 22.492 11.710
H -21.050 23.334 12.624
H -22.971 22.607 15.321
C -17.818 29.018 12.438
C -17.517 30.258 13.311
C -16.407 31.253 12.787
O -18.651 31.092 13.265
H -17.984 29.276 11.392
H -18.708 28.486 12.776
H -17.006 28.294 12.508
H -17.331 29.952 14.341
H -15.429 30.777 12.702
H -16.240 32.070 13.490
H -16.734 31.723 11.860
H -18.372 31.859 13.778
```

Output
Total energy (Ha): -3740.14181
Gap between HOMO and LUMO (eV): 7.465
Multiplicity: 1
HOMO level (hartree): -0.3666
Net charge: +1


(5)
The following is a DFT calculation (ωB97M-V with the def2-TZVPD basis set) of C40H102N6O14 as an isolated structure.

```
162
Properties=species:S:1:pos:R:3
C 27.450 -13.860 -13.211
O 27.555 -13.023 -12.045
C 26.189 -12.740 -11.609
C 26.101 -11.537 -10.610
N 25.024 -11.561 -9.611
C 25.056 -10.426 -8.776
C 23.620 -10.334 -8.066
O 23.687 -10.924 -6.757
C 22.500 -10.686 -5.890
H 27.493 -14.901 -12.893
H 28.378 -13.622 -13.730
H 26.640 -13.641 -13.907
H 25.793 -13.625 -11.111
H 25.526 -12.480 -12.434
H 26.097 -10.605 -11.174
H 26.937 -11.624 -9.915
H 25.231 -12.296 -8.950
H 25.401 -9.568 -9.354
H 25.831 -10.465 -8.010
H 22.861 -10.757 -8.723
H 23.370 -9.289 -7.885
H 22.469 -9.607 -5.739
H 22.720 -11.127 -4.917
H 21.576 -11.104 -6.290
C 29.755 -14.670 -7.658
O 28.392 -14.617 -8.010
C 27.492 -15.368 -7.071
C 27.172 -14.608 -5.698
N 26.834 -13.200 -5.916
C 26.316 -12.428 -4.725
C 25.806 -10.978 -5.046
O 26.868 -10.074 -5.131
C 26.623 -8.765 -5.475
H 30.300 -14.262 -8.509
H 30.188 -15.671 -7.659
H 30.073 -14.084 -6.796
H 27.912 -16.346 -6.836
H 26.511 -15.561 -7.505
H 28.069 -14.538 -5.082
H 26.448 -15.162 -5.100
H 27.702 -12.805 -6.250
H 27.051 -12.368 -3.922
H 25.437 -12.955 -4.353
H 25.064 -10.486 -4.418
H 25.316 -10.949 -6.020
H 26.247 -8.054 -4.739
H 25.945 -8.737 -6.328
H 27.533 -8.316 -5.872
C 15.642 -12.016 -1.780
O 14.986 -11.359 -2.800
C 15.086 -9.918 -2.827
C 15.921 -9.282 -3.899
N 17.350 -9.249 -3.557
C 18.212 -8.445 -4.375
C 19.717 -8.540 -4.208
O 20.256 -9.781 -4.813
C 21.595 -10.133 -4.488
H 15.173 -11.797 -0.821
H 16.649 -11.606 -1.859
H 15.694 -13.071 -2.050
H 15.194 -9.561 -1.803
H 14.063 -9.617 -3.050
H 15.473 -8.345 -4.230
H 15.865 -9.949 -4.760
H 17.641 -10.209 -3.673
H 17.950 -7.399 -4.221
H 18.023 -8.824 -5.380
H 19.986 -8.585 -3.152
H 20.268 -7.715 -4.660
H 21.797 -10.180 -3.418
H 22.249 -9.421 -4.992
H 21.549 -11.123 -4.942
C 23.480 -13.460 1.101
O 22.519 -13.045 0.173
C 22.881 -11.821 -0.503
C 21.749 -11.315 -1.403
N 20.587 -10.714 -0.700
C 19.497 -10.441 -1.575
C 18.154 -10.157 -0.765
O 17.734 -11.219 0.090
C 16.681 -11.036 1.018
H 23.205 -14.477 1.379
H 23.431 -12.965 2.071
H 24.458 -13.654 0.662
H 23.763 -11.862 -1.142
H 23.104 -11.017 0.199
H 21.445 -12.248 -1.876
H 22.126 -10.603 -2.138
H 20.358 -11.525 -0.143
H 19.309 -11.419 -2.020
H 19.736 -9.706 -2.343
H 17.374 -9.765 -1.418
H 18.383 -9.285 -0.152
H 17.023 -10.967 2.051
H 16.107 -11.935 0.792
H 16.011 -10.199 0.822
C 23.160 1.529 -5.244
O 23.146 1.160 -3.880
C 23.481 -0.218 -3.663
C 22.220 -1.096 -3.987
N 22.524 -2.558 -3.899
C 21.450 -3.371 -4.538
C 21.873 -4.846 -4.830
O 21.283 -5.775 -3.833
C 21.992 -6.966 -3.700
H 24.182 1.534 -5.622
H 22.749 2.527 -5.398
H 22.482 1.031 -5.938
H 23.709 -0.381 -2.610
H 24.293 -0.454 -4.351
H 22.089 -0.868 -5.044
H 21.283 -0.795 -3.519
H 22.567 -2.741 -2.906
H 21.274 -2.858 -5.483
H 20.604 -3.438 -3.854
H 22.959 -4.890 -4.914
H 21.360 -5.038 -5.772
H 21.798 -7.272 -4.728
H 21.456 -7.618 -3.010
H 22.998 -6.658 -3.412
C 24.386 -3.524 -2.365
O 25.063 -4.532 -1.569
C 24.204 -5.613 -1.126
C 25.008 -6.568 -0.293
N 24.408 -6.992 1.000
C 23.428 -8.112 0.859
C 22.683 -8.412 2.216
O 21.794 -9.554 2.150
C 21.098 -9.870 3.350
H 24.407 -3.932 -3.376
H 24.804 -2.526 -2.238
H 23.328 -3.536 -2.105
H 23.898 -6.197 -1.994
H 23.290 -5.310 -0.614
H 25.967 -6.160 0.025
H 25.144 -7.431 -0.945
H 23.890 -6.223 1.401
H 23.712 -8.892 0.152
H 22.606 -7.820 0.205
H 22.046 -7.602 2.572
H 23.411 -8.435 3.027
H 20.509 -10.778 3.477
H 20.395 -9.048 3.489
H 21.773 -9.775 4.201
C 26.152 -7.406 -3.078
C 26.501 -6.551 -1.874
O 27.927 -6.657 -1.755
H 25.123 -7.404 -3.439
H 26.481 -8.444 -3.030
H 26.742 -7.072 -3.931
H 26.243 -7.022 -0.925
H 26.021 -5.573 -1.917
H 28.124 -6.375 -0.858
C 22.966 -8.760 -2.778
C 23.780 -9.024 -4.029
O 23.460 -7.934 -4.903
H 23.298 -7.794 -2.398
H 23.051 -9.605 -2.095
H 21.921 -8.702 -3.081
H 23.611 -9.963 -4.557
H 24.849 -8.829 -3.939
H 23.038 -8.315 -5.677
```

Output
Energy relative to the best compared isomer or geometry (same formula, charge and spin) (kcal/mol): 745.02
Total energy (Ha): -2965.62021
Gap between HOMO and LUMO (eV): 8.498
Multiplicity: 1
HOMO level (hartree): -0.2986


- What is the formula in the first record?
  C3NO3